# 1
Molecular formula: C32H99N10O2
Method: DFT, wB97M-V/def2-TZVPD

Values from the calculation:
gap between HOMO and LUMO: 7.038 eV
charge: +3
electronic energy: -53760.9368 eV
relative energy (zero: lowest compared OMol25 entry of this formula, charge and spin): 0.000 eV
lowest unoccupied orbital energy: -7.669 eV

Geometry as XYZ:
```
143
C32H99N10O2 wB97M-V/def2-TZVPD
N -0.67521 -2.43077 4.51087
H -0.76841 -3.44806 4.46212
H -1.52559 -2.00477 4.86700
H -0.47996 -2.02789 3.55654
H 0.14883 -2.27456 5.09528
N -0.80988 1.33698 3.85102
H -0.19299 1.12465 4.63514
H -1.74542 1.38269 4.24885
H -0.70062 0.53236 3.15696
H -0.51950 2.25342 3.42308
N -3.29677 -0.46251 1.33367
H -3.37438 0.17365 0.54094
H -3.91862 -1.32807 1.35317
H -3.59720 0.10196 2.13128
H -2.26570 -0.61982 1.49488
N 2.50738 -1.38659 -2.25170
H 1.66035 -0.78934 -2.14063
H 3.28250 -1.18367 -1.58940
H 2.93904 -1.21753 -3.16184
H 2.23110 -2.39895 -2.24426
N -1.47842 1.17723 -3.11510
H -0.80929 0.80764 -2.38698
H -2.32756 0.61002 -3.08993
H -1.10662 0.90251 -4.02503
H -1.70479 2.18825 -2.99044
O -0.65153 -0.90374 2.21000
C 0.15745 -0.78718 1.05617
C -0.24647 0.17762 -0.07381
O 0.30350 0.00187 -1.36062
H 0.31035 -1.80081 0.66168
H 1.16194 -0.45625 1.36421
H -0.36036 1.22756 0.24764
H -1.31951 -0.04632 -0.30202
C -2.68248 -3.53344 0.20083
C -3.83283 -3.89149 1.13340
N -4.82630 -2.87117 1.47392
C -5.43996 -3.09092 2.79723
C -6.35501 -4.31042 2.84294
C -5.83347 -2.53028 0.44911
C -6.80899 -1.42798 0.77980
H -2.11248 -4.43401 0.00264
H -2.13092 -2.69170 0.63446
H -3.03486 -3.04600 -0.71491
H -4.43664 -4.64309 0.60471
H -3.38179 -4.26623 2.05134
H -4.63305 -3.15920 3.53507
H -5.97460 -2.20397 3.14415
H -7.17573 -4.23208 2.12630
H -5.86215 -5.26689 2.67343
H -6.91709 -4.42068 3.77292
H -6.35220 -3.46001 0.18684
H -5.29006 -2.24420 -0.45733
H -6.27993 -0.65664 1.34472
H -7.72686 -1.75986 1.26210
H -7.16692 -1.00953 -0.16144
C 6.29992 -2.62378 -1.04693
C 5.67902 -1.76420 0.04994
N 4.77839 -0.70389 -0.47268
C 5.63292 0.46486 -0.81079
C 4.75571 1.56680 -1.40493
C 3.75721 -0.43310 0.54146
C 4.23160 0.29542 1.83775
H 7.20434 -2.14426 -1.42553
H 5.54087 -2.65615 -1.82982
H 6.58170 -3.63071 -0.74992
H 5.05088 -2.46036 0.61399
H 6.41312 -1.36970 0.75714
H 6.23422 0.72372 0.06478
H 6.35789 0.12281 -1.54920
H 5.31873 2.47673 -1.61754
H 4.25786 1.28640 -2.33489
H 3.94015 1.88800 -0.75158
H 3.32405 -1.35722 0.93565
H 2.84433 0.05081 0.17998
H 5.08649 -0.21788 2.27775
H 3.34892 0.27582 2.47893
H 4.59395 1.31952 1.73583
C -1.83665 4.73388 2.32046
C -0.61053 4.88581 3.25250
N 0.39538 3.85429 3.08768
C 0.80783 3.60489 1.70977
C 1.89580 2.56801 1.56487
C 1.56969 4.10975 3.97240
C 2.35789 5.38495 3.66167
H -2.53772 5.53603 2.53993
H -2.29054 3.74647 2.42867
H -1.52404 4.88456 1.28663
H -0.24771 5.91554 3.18251
H -1.03955 4.89681 4.26069
H -0.05545 3.23410 1.14947
H 1.21126 4.47084 1.16691
H 2.11091 2.43432 0.50112
H 2.87651 2.86994 1.93698
H 1.66483 1.57566 1.96276
H 2.21519 3.23589 3.93223
H 1.24061 4.20319 5.01020
H 1.72694 6.20491 3.31679
H 3.09201 5.16031 2.88815
H 2.81658 5.82995 4.54299
C 3.87709 -4.96137 -3.41161
C 2.35998 -4.92972 -3.28083
N 1.89574 -4.21320 -2.10245
C 2.38152 -4.75576 -0.81236
C 1.90646 -6.17085 -0.42420
C 0.40432 -4.14551 -2.11887
C -0.22542 -3.30523 -3.17289
H 4.24034 -5.32434 -4.37006
H 4.29201 -5.61677 -2.64129
H 4.31086 -3.97512 -3.23857
H 2.06340 -4.33758 -4.15389
H 1.88925 -5.91152 -3.40683
H 2.15618 -3.99298 -0.06172
H 3.47203 -4.72630 -0.83793
H 0.85403 -6.32643 -0.66282
H 1.98477 -6.30400 0.65471
H 2.49581 -6.93656 -0.92360
H 0.10785 -5.18927 -2.29272
H 0.02231 -3.83264 -1.14583
H 0.01655 -2.24601 -3.01583
H 0.04146 -3.51221 -4.20628
H -1.29273 -3.38902 -2.95601
C 0.50334 3.94790 -1.96109
C -0.86664 4.60867 -1.93953
N -1.73626 4.13908 -3.01569
C -1.17445 4.20877 -4.38097
C -0.69458 5.62745 -4.69430
C -3.16029 4.51773 -2.94383
C -3.77807 4.26225 -1.59109
H 0.49691 2.98283 -1.45423
H 1.15139 4.57777 -1.34198
H 0.97420 3.96667 -2.94287
H -1.25392 4.25909 -0.98028
H -0.82048 5.70205 -1.96252
H -0.43540 3.44864 -4.64109
H -1.95992 4.05454 -5.12566
H -0.30725 5.71936 -5.71146
H -1.49652 6.35361 -4.57250
H 0.15852 5.96913 -4.10263
H -3.74154 3.94023 -3.65932
H -3.09494 5.59983 -3.11291
H -3.56601 5.01513 -0.82969
H -3.24938 3.39964 -1.15307
H -4.84731 4.07050 -1.60721
```

---

# 2
Molecular formula: C32H99N10O2
Method: DFT, wB97M-V/def2-TZVPD

Values from the calculation:
gap between HOMO and LUMO: 5.539 eV
charge: +3
electronic energy: -53759.9848 eV
relative energy (zero: lowest compared OMol25 entry of this formula, charge and spin): 0.952 eV
lowest unoccupied orbital energy: -8.051 eV

Geometry as XYZ:
```
143
C32H99N10O2 wB97M-V/def2-TZVPD
N 3.86908 0.54993 3.41860
H 3.13896 0.34259 2.68236
H 4.75188 0.38587 2.92806
H 3.88981 -0.08952 4.21797
H 3.91473 1.49015 3.81303
N 0.40837 4.29730 0.30977
H 1.07617 4.17604 1.06651
H 0.66781 3.55598 -0.38757
H 0.50117 5.20376 -0.14541
H -0.58603 4.18564 0.64763
N 3.65004 2.18048 -0.50512
H 4.32483 2.13149 -1.26540
H 3.67087 1.27096 0.01482
H 2.62984 2.15246 -0.79603
H 4.01224 2.82273 0.19694
N 2.35965 0.87450 -3.54760
H 1.93137 0.82291 -2.59173
H 3.34764 1.09206 -3.44094
H 1.90589 1.70770 -3.92697
H 2.27521 -0.01625 -4.09102
N 3.32550 -2.17578 -0.00289
H 2.61000 -2.99177 -0.04030
H 3.70466 -1.99433 -0.92872
H 4.10890 -2.45308 0.58328
H 2.86472 -1.27832 0.33660
O 2.46999 0.29876 0.98343
C 1.10793 0.72812 0.89966
C 0.46306 1.12171 -0.45776
O 1.03686 2.02635 -1.37187
H 0.99383 1.52784 1.65280
H 0.44976 -0.07667 1.25524
H -0.55087 1.45623 -0.18367
H 0.29542 0.16251 -0.97644
C -2.23222 0.12477 -2.61227
C -2.18316 -1.00732 -1.58577
N -3.27957 -1.94917 -1.69928
C -4.62423 -1.35051 -1.71798
C -5.00818 -0.65520 -0.40919
C -3.10076 -3.04450 -0.73843
C -4.20390 -4.10523 -0.86561
H -1.39988 0.82957 -2.54068
H -3.15483 0.66171 -2.40919
H -2.17282 -0.26868 -3.62917
H -1.24031 -1.55142 -1.57580
H -2.25184 -0.51270 -0.59226
H -4.68883 -0.72355 -2.60276
H -5.30747 -2.18138 -1.88462
H -6.05430 -0.35753 -0.47595
H -4.81559 -1.19469 0.51754
H -4.42137 0.25982 -0.25210
H -3.14772 -2.59135 0.26289
H -2.16211 -3.54451 -0.97792
H -4.47670 -4.29335 -1.90175
H -5.08992 -3.85033 -0.28666
H -3.79634 -5.02301 -0.43796
C -2.49698 6.64362 1.94479
C -3.12620 5.59101 1.02732
N -2.41157 4.29154 1.11260
C -2.45099 3.76528 2.49404
C -3.82503 3.43590 3.10567
C -3.07886 3.33077 0.22140
C -2.58469 3.47624 -1.22044
H -1.41323 6.54534 1.98090
H -2.88832 6.52764 2.95697
H -2.84884 7.62330 1.62684
H -4.18707 5.44351 1.24467
H -3.01369 5.89577 -0.01376
H -1.84221 2.85131 2.48122
H -1.89801 4.35743 3.22126
H -3.64796 2.86689 4.01941
H -4.19715 4.37539 3.52670
H -4.54977 2.97914 2.44180
H -4.16560 3.46009 0.24548
H -2.90655 2.28794 0.50232
H -1.49849 3.32247 -1.27569
H -2.73249 4.49174 -1.58988
H -2.96224 2.74747 -1.93222
C 1.94484 -6.40678 1.58432
C 2.51150 -5.08890 1.02598
N 1.86971 -4.56157 -0.17852
C 2.09634 -5.32965 -1.38565
C 3.50137 -5.26067 -2.01087
C 0.42269 -4.25431 0.07796
C 0.23662 -2.94066 0.81903
H 1.61623 -7.09095 0.80092
H 1.12980 -6.26652 2.29164
H 2.74518 -6.95618 2.08037
H 2.57909 -4.35959 1.83974
H 3.56393 -5.32812 0.83471
H 1.78421 -6.37728 -1.28042
H 1.42215 -4.98612 -2.17652
H 4.18489 -5.82030 -1.37140
H 3.52815 -5.71965 -2.99404
H 3.73860 -4.19390 -2.04798
H 0.04793 -5.10340 0.65345
H -0.08380 -4.26694 -0.88308
H -0.83234 -2.83272 0.99206
H 0.61326 -2.09022 0.23817
H 0.82104 -2.83719 1.73679
C -2.03865 3.59706 7.10727
C -1.49188 2.36071 6.36879
N -0.84088 2.67972 5.09564
C -0.04674 3.89197 5.08772
C 1.32257 3.81925 5.79327
C -0.20496 1.61697 4.37713
C -1.14828 0.42989 4.17450
H -2.78826 3.28285 7.82862
H -2.52808 4.23553 6.37559
H -1.19297 4.04570 7.62472
H -0.87072 1.67334 6.96036
H -2.37050 1.74619 6.14351
H -0.58921 4.75659 5.46675
H 0.20486 4.20743 4.06194
H 1.17728 3.40158 6.79336
H 1.72873 4.81812 5.94100
H 1.98493 3.15592 5.23433
H 0.21848 1.97663 3.42770
H 0.74089 1.22504 4.81607
H -1.17427 -0.19896 5.06439
H -2.16491 0.72826 3.92350
H -0.79478 -0.22808 3.37460
C 0.82753 -2.16911 -3.07686
C 0.71406 -2.24114 -4.58973
N 1.82718 -1.65587 -5.35271
C 3.02367 -2.51332 -5.24945
C 4.25669 -1.85062 -5.83606
C 1.46636 -1.10615 -6.67140
C 1.20432 -2.17060 -7.74994
H 0.63083 -1.20513 -2.59627
H 1.85291 -2.34878 -2.72722
H 0.13057 -2.90828 -2.68987
H 0.60477 -3.30075 -4.86307
H -0.22714 -1.78565 -4.90420
H 3.16944 -2.71467 -4.18906
H 2.79241 -3.47143 -5.73233
H 4.55653 -0.96429 -5.26404
H 5.10120 -2.54026 -5.80956
H 4.16520 -1.50895 -6.86464
H 2.35205 -0.52375 -6.92604
H 0.63925 -0.41414 -6.52090
H 1.81365 -1.98835 -8.63297
H 0.19776 -2.06620 -8.16436
H 1.24546 -3.17225 -7.33048
```

---

- The lowest electronic energy belongs to which entry?
  number 1